(1)
# C6H12NO

An isolated ion of composition C6H12NO and charge +1 (ωB97M-V/def2-TZVPD, the Open Molecules 2025 dataset).

Each line ends with the Löwdin charge.
Geometry (Å):
C1 0.09205 0.80086 -2.30994  -0.212
C2 -0.56417 -0.27008 -2.57017  0.184
C3 0.32949 1.39224 -1.00261  -0.156
C4 -0.31228 -0.66374 0.15695  -0.155
C5 0.79993 1.11074 1.33468  -0.019
C6 -0.79930 -2.23450 1.75853  0.010
N1 0.65072 0.44966 0.06316  -0.143
O1 0.04070 -1.83333 0.65001  -0.042
H1 0.48594 1.15296 -3.30633  0.144
H2 -0.77647 -0.86992 -3.41943  0.057
H3 1.11023 2.11481 -1.12942  0.139
H4 -0.66566 1.84695 -0.67554  0.176
H5 -1.23536 -0.15922 0.49623  0.150
H6 1.17527 0.53373 2.13983  0.101
H7 1.44783 1.95512 1.35567  0.106
H8 -0.21508 1.37845 1.79563  0.149
H9 -1.69977 -2.62611 1.37919  0.095
H10 -1.09475 -1.34402 2.29066  0.095
H11 -0.36417 -2.96294 2.30837  0.072
H12 1.63116 0.00436 -0.09610  0.250

Cartesian forces, eV/Å:
0.6 -0.5 -2.9
-0.5 -1.3 1.9
-2.1 1.6 -0.1
-1.9 0.9 -1.2
-2.4 1.4 2.9
-1.3 2.3 -1.5
3.9 -2.8 -0.1
0.7 0.7 0.3
0.1 0.8 1.4
-0.3 -0.4 -0.4
0.3 0.6 0.7
1.5 0.0 -0.2
0.1 -0.8 -0.2
0.7 -1.6 0.2
0.3 0.9 -0.7
1.2 0.1 -1.2
-1.2 -0.7 -0.8
0.3 0.1 0.7
1.8 -1.9 1.7
-1.9 0.7 -0.3

## Properties
- Net charge: +1
- Relative energy (zero: lowest compared OMol25 entry of this formula, charge and spin): 551.3 kJ/mol
- E_HOMO (spin up / spin down): -0.465 / -0.468 Ha
- Multiplicity: 1
- Maximum force: 4.8 eV/Å

(2)
# C8H14IN4O

An isolated ion of composition C8H14IN4O and charge +1 (ωB97M-V/def2-TZVPD, the Open Molecules 2025 dataset).

Each line ends with the Löwdin charge.
Geometry (Å):
C1 -1.41495 -0.28281 -0.28781  -0.414
C2 -0.39964 1.00625 -0.24208  -0.101
C3 -0.74670 -2.20509 -1.83772  -0.826
C4 0.46995 -3.12583 -2.06222  -0.054
C5 -0.60445 2.05057 2.08089  -0.014
C6 1.39747 2.37580 0.73770  -0.068
C7 1.03176 0.06627 1.65742  -0.050
C8 0.40690 1.32577 1.08307  -0.523
N1 0.52694 0.51609 -1.14417  0.083
N2 0.98514 -0.04637 -1.98874  0.318
N3 -1.62109 -2.64566 -0.88394  0.137
N4 -0.80910 -1.46563 -0.59022  0.013
O1 -2.50425 -0.03972 0.13834  0.166
I1 -1.17083 -0.99835 -3.65871  0.939
H1 -0.93337 1.82536 -0.54914  0.150
H2 0.26050 -3.57781 -2.99821  0.063
H3 0.56137 -3.67218 -1.16315  0.083
H4 1.31460 -2.48376 -2.19321  0.049
H5 -1.03841 2.96856 1.78756  0.076
H6 -0.13369 2.21296 3.01487  0.077
H7 -1.52822 1.42296 2.32614  0.115
H8 2.19447 2.04662 0.11531  0.071
H9 0.93246 3.25017 0.08587  0.142
H10 1.69373 2.92439 1.67364  0.123
H11 0.37061 -0.58764 2.34619  0.130
H12 1.73669 0.32334 2.44475  0.089
H13 1.64428 -0.67801 1.16481  0.080
H14 -2.62218 -2.50625 -1.05726  0.144

Cartesian forces, eV/Å:
-0.2 1.9 1.1
0.6 -3.5 2.4
1.9 0.2 -1.8
-1.3 2.7 -0.1
-1.4 -3.3 -0.1
-0.6 3.6 -0.7
-0.5 -1.4 3.4
-2.4 0.1 0.5
2.0 -0.6 -4.0
0.0 1.7 2.2
-1.7 -0.6 0.7
-0.5 -0.6 0.6
-0.1 -0.7 -0.3
-0.6 -0.8 0.6
-1.0 2.1 -1.4
0.1 -1.3 -0.5
0.2 -1.2 0.5
0.8 0.2 -0.2
0.1 1.1 -1.0
0.8 0.1 0.9
1.3 0.4 -0.4
1.2 -0.4 0.0
0.5 -1.7 1.3
0.3 -0.8 -1.0
0.2 1.1 -1.6
0.2 0.8 0.1
-0.2 0.3 -1.4
0.2 0.6 0.3

## Properties
- Net charge: +1
- Relative energy (zero: lowest compared OMol25 entry of this formula, charge and spin): 26.4 kJ/mol
- E_HOMO (spin up / spin down): -0.497 / -0.497 Ha
- Multiplicity: 1
- Maximum force: 4.5 eV/Å
- SMILES string: CC(C)(C)[C@@H]([N+]#N)C(=O)N1N[C@@]1(C)I

(3)
# C36H50BClCrIN7OS

C36H50BClCrIN7OS as an isolated structure (ωB97M-V/def2-TZVPD, the Open Molecules 2025 dataset).

Each line ends with the Löwdin spin population.
Geometry (Å):
Cr1 -0.37718 0.82353 -1.37931  2.817
C1 3.34493 -1.44983 -4.50799  0.000
C2 2.36079 -0.52016 -3.78931  0.003
C3 0.98003 -0.65327 -4.41123  0.002
C4 2.40946 -0.75745 -2.30099  0.003
C5 3.47756 -1.38150 -1.63860  0.001
C6 3.15939 -1.36270 -0.30110  0.002
C7 3.97969 -1.95168 0.81181  0.000
C8 4.16459 -3.45615 0.59889  0.000
C9 5.33553 -1.24919 0.90787  0.000
N1 1.96868 -0.73645 -0.17390  0.001
N2 1.49229 -0.38885 -1.40931  -0.001
B1 1.17019 -0.46806 1.11801  0.002
N3 0.98436 1.05065 1.34412  0.002
N4 0.35581 1.78329 0.38104  -0.008
C10 0.32400 3.05075 0.79840  0.004
C11 0.94440 3.13318 2.04972  0.001
C12 1.35698 1.85638 2.36333  0.004
C13 2.12459 1.49756 3.60887  0.000
C14 3.56332 1.06342 3.32815  0.000
C15 1.40340 0.51417 4.52903  0.000
C16 -0.24229 4.21709 0.04125  0.003
C17 0.90417 5.06659 -0.51083  0.005
C18 -1.14832 5.07090 0.93319  0.000
N5 -0.20179 -1.16725 1.01910  0.002
N6 -1.00033 -0.89421 -0.04289  0.007
C19 -2.04139 -1.71701 0.03154  0.004
C20 -1.90880 -2.55309 1.14820  0.001
C21 -0.71988 -2.18154 1.74299  0.003
C22 -0.10917 -2.75224 2.99004  0.000
C23 -0.91776 -2.32423 4.21769  0.000
C24 -0.02117 -4.27648 2.90809  0.000
C25 -3.14685 -1.73581 -0.97970  0.000
C26 -3.27824 -3.12377 -1.60770  0.000
C27 -4.46953 -1.28161 -0.36171  0.000
H1 3.29882 -1.26263 -5.58203  0.000
H2 3.08066 -2.49694 -4.33681  0.000
H3 4.37929 -1.30424 -4.19300  0.000
H4 2.69646 0.51216 -3.94336  0.003
H5 0.53501 -1.62778 -4.18873  0.000
H6 1.06202 -0.55818 -5.49744  0.000
H7 0.31351 0.12676 -4.05773  0.003
H8 4.36312 -1.80471 -2.07909  0.000
H9 3.44862 -1.81733 1.75034  0.000
H10 4.70383 -3.65260 -0.32977  0.000
H11 3.20047 -3.96330 0.53681  0.000
H12 4.73493 -3.89353 1.42202  0.000
H13 5.90652 -1.40104 -0.01039  0.000
H14 5.91950 -1.64529 1.74236  0.000
H15 5.21343 -0.17515 1.04792  0.000
H16 1.75721 -0.91201 2.05154  0.000
H17 1.09918 4.01751 2.64600  0.000
H18 2.18377 2.44739 4.14896  0.000
H19 3.59444 0.08321 2.86239  0.000
H20 4.13093 1.01138 4.26067  0.000
H21 4.05975 1.76917 2.66083  0.000
H22 1.33044 -0.47324 4.07668  0.000
H23 0.39330 0.85994 4.75542  0.000
H24 1.94903 0.41328 5.47048  0.000
H25 -0.79125 3.82818 -0.81646  0.002
H26 1.49776 5.49441 0.30309  0.000
H27 0.50295 5.88404 -1.11364  0.000
H28 1.53501 4.45262 -1.15308  0.003
H29 -0.60004 5.46751 1.79299  0.000
H30 -2.00352 4.51155 1.31373  0.000
H31 -1.53131 5.92150 0.36507  0.000
H32 -2.58225 -3.33169 1.46689  0.000
H33 0.90439 -2.36333 3.08332  0.000
H34 -1.92788 -2.73588 4.16237  0.000
H35 -1.00254 -1.23872 4.27510  0.000
H36 -0.45024 -2.68430 5.13730  0.000
H37 -1.01551 -4.71865 2.81878  0.000
H38 0.44574 -4.68109 3.80883  0.000
H39 0.56340 -4.59138 2.04283  0.000
H40 -2.86676 -1.04692 -1.77012  0.000
H41 -3.54906 -3.87274 -0.85822  0.000
H42 -2.33883 -3.42864 -2.07068  0.000
H43 -4.05200 -3.11766 -2.37801  0.000
H44 -4.78176 -1.96289 0.43500  0.000
H45 -5.25738 -1.25788 -1.11802  0.000
H46 -4.38249 -0.28103 0.06788  0.000
Cl1 -6.81482 2.57703 -3.26201  0.001
C28 -5.21393 1.88169 -3.18303  0.004
C29 -4.73368 1.15933 -4.24068  -0.002
C30 -3.46909 0.55707 -4.19788  0.005
I1 -2.82916 -0.63780 -5.77169  0.002
C31 -2.62680 0.68713 -3.09461  -0.001
O1 -1.51131 0.08844 -2.93491  0.009
C32 -3.14266 1.49113 -2.01589  0.000
N7 -2.30589 1.58520 -0.95049  -0.009
C33 -2.74207 2.13089 0.15970  0.004
C34 -4.02942 2.68616 0.26328  -0.001
C35 -4.86044 2.67076 -0.82134  0.004
C36 -4.43590 2.04398 -2.01325  -0.001
H47 -5.35149 1.03369 -5.11975  0.000
H48 -2.05240 2.15480 0.99409  0.000
H49 -4.33674 3.13352 1.19876  0.000
H50 -5.84789 3.11016 -0.77505  0.000
S1 0.41153 2.40204 -2.70104  0.113

Cartesian forces, eV/Å:
0.4 -0.1 -0.2
0.0 0.0 0.0
0.1 0.0 0.0
0.0 -0.1 0.0
0.1 -0.1 -0.2
0.0 -0.1 0.0
0.0 0.1 0.0
0.0 0.0 0.0
0.0 0.0 0.0
0.0 0.0 0.0
0.0 -0.3 -0.1
-0.2 0.4 0.1
0.0 0.0 0.1
0.0 0.0 0.0
0.0 0.0 0.1
0.1 0.0 0.0
0.0 0.0 0.0
0.0 0.0 -0.1
0.0 0.0 0.0
0.0 0.0 0.0
0.0 0.0 0.0
0.0 0.0 0.0
0.0 0.0 0.0
0.0 0.0 0.0
0.1 -0.2 -0.1
-0.1 0.1 0.1
0.0 -0.1 -0.1
0.0 0.0 0.0
0.0 0.0 0.1
0.0 0.0 0.0
0.0 0.0 0.0
0.0 0.0 0.0
0.0 0.0 0.0
0.0 0.0 0.0
0.0 0.0 0.0
0.0 0.0 0.0
0.0 0.0 0.0
0.0 0.0 0.0
-0.1 0.0 0.0
0.0 0.0 0.0
0.0 0.0 0.0
0.1 0.0 -0.1
0.0 0.0 0.0
0.0 0.0 0.1
0.0 0.0 0.0
0.0 0.0 0.0
0.0 0.0 0.0
0.0 0.0 0.0
0.0 0.0 0.0
0.0 0.0 0.0
0.1 0.0 0.0
0.0 0.0 0.0
0.0 0.0 0.0
0.0 -0.1 -0.1
0.0 0.0 0.0
0.0 0.0 0.0
0.0 0.0 0.0
0.0 0.0 0.0
0.0 0.0 0.0
0.0 0.0 0.0
0.0 0.0 0.0
0.0 0.0 0.0
0.0 0.0 0.0
0.0 0.0 0.0
0.0 0.0 0.0
0.0 0.0 0.0
0.0 0.0 0.0
0.0 0.0 0.0
0.0 0.0 0.0
0.0 0.0 0.0
0.0 0.0 0.0
0.0 0.0 0.0
0.0 0.0 0.0
0.0 0.0 0.0
0.0 -0.2 0.1
0.0 0.0 0.0
0.0 0.0 0.0
0.0 0.0 0.0
0.0 0.0 0.0
0.0 0.0 0.0
0.0 0.0 0.0
0.0 0.0 0.0
0.0 0.0 0.0
-0.1 0.0 0.0
0.0 0.0 0.1
0.0 0.0 0.0
0.0 0.1 -0.2
0.1 -0.1 0.2
0.0 0.0 0.0
-0.1 0.1 0.0
0.0 0.0 0.0
0.0 0.0 0.0
0.0 0.0 0.0
0.0 0.0 0.0
0.0 0.0 0.0
0.0 0.0 0.0
0.0 0.0 0.0
0.0 0.0 0.0
-0.2 0.0 0.1

## Properties
- Net charge: -1
- Relative energy (zero: lowest compared OMol25 entry of this formula, charge and spin): 23.5 kJ/mol
- E_HOMO (spin up / spin down): -0.113 / -0.122 Ha
- ⟨S²⟩: 3.8237
- Multiplicity: 4
- Maximum force: 0.5 eV/Å

(4)
# C5H6O2S

C5H6O2S in the gas phase (ωB97M-V/def2-TZVPD, the Open Molecules 2025 dataset).

Each line ends with the Löwdin charge.
Geometry (Å):
C1 -0.32937 1.18979 -0.40480  -0.141
C2 -0.31808 -0.23465 0.19977  -0.383
C3 1.93008 -0.46012 0.27050  -0.719
C4 -1.50077 -0.98617 -0.15561  -0.023
C5 -2.83571 -1.29684 -0.01354  0.168
H1 1.61370 1.09529 -0.25081  0.088
H2 -1.36491 1.44176 -0.04642  0.149
H3 -0.16255 1.12472 -1.40403  0.097
H4 -0.29886 -0.39702 1.36024  0.198
H5 1.81117 -0.20114 1.41363  0.130
H6 -3.82293 -1.55363 -0.37470  0.017
O1 0.89790 1.83465 0.07153  -0.097
O2 0.83595 -0.71970 -0.48089  -0.115
S1 3.54437 -0.83692 -0.18487  0.632

Cartesian forces, eV/Å:
-0.3 -0.2 4.8
-0.3 -0.3 0.3
3.3 -2.5 1.3
-11.2 -2.6 0.8
10.3 2.3 -1.6
-1.9 3.6 0.8
1.3 1.7 -0.5
-0.7 -0.4 -3.1
0.6 1.0 -2.0
-0.3 -0.3 -2.5
0.4 0.0 0.3
0.2 -2.1 -1.0
1.9 -1.2 2.0
-3.2 1.0 0.4

## Properties
- Relative energy (zero: lowest compared OMol25 entry of this formula, charge and spin): 617.9 kJ/mol
- E_HOMO: -0.337 Ha
- Multiplicity: 1
- Maximum force: 11.5 eV/Å
- SMILES string: C#C[C@H](CO)OC=S

Which value of relative energy (zero: lowest compared OMol25 entry of this formula, charge and spin) does entry 3 give? 23.5 kJ/mol